# C99H211N11O12

A cluster of 12 separate species, C99H211N11O12 in total at a distorted geometry (ωB97M-V/def2-TZVPD, OMol25).

Electronic energy   -5403.24734 Eh
HOMO energy   -8.38 eV
SMILES   CC1(C)CCCC(C)(C)N1O.CC1(C)CCCC(C)(C)N1O.CC1(C)CCCC(C)(C)N1O.CC1(C)CCCC(C)(C)N1O.CC1(C)CCCC(C)(C)N1O.CC1(C)CCCC(C)(C)N1O.CC1(C)CCCC(C)(C)N1O.CC1(C)CCCC(C)(C)N1O.CC1(C)CCCC(C)(C)N1O.CC1(C)CCCC(C)(C)N1O.CC1(C)CCCC(C)(C)N1O.O
Energy relative to the best compared isomer or geometry (same formula, charge and spin)   48.4 kcal/mol

Each atom is followed by the atoms it is bonded to, with distances in Å.
Geometry (Å):
1 O 0.4749 -5.4150 -3.7353  H2 0.972, H3 0.968
2 H 0.4159 -4.8149 -4.4982  O1 0.972
3 H -0.3335 -5.1961 -3.2507  O1 0.968
4 C -2.4926 0.8695 3.9598  C5 1.517, H15 1.080, H16 1.134, H17 1.134
5 C -3.9594 1.0752 3.6324  C4 1.517, C6 1.549, N10 1.543, C14 1.514
6 C -4.8736 -0.0464 4.1852  C5 1.549, C7 1.577, H18 1.116, H19 1.106
7 C -4.9178 -0.0153 5.7608  C6 1.577, C8 1.567, H20 1.077, H21 1.083
8 C -5.4227 1.3759 6.2770  C7 1.567, C9 1.553, H22 1.041, H23 1.123
9 C -4.5245 2.5276 5.7495  C8 1.553, N10 1.452, C12 1.547, C13 1.547
10 N -4.4220 2.3828 4.3083  C5 1.543, C9 1.452, O11 1.420
11 O -3.5997 3.4023 3.7592  N10 1.420, H33 0.956
12 C -5.1713 3.9122 5.9916  C9 1.547, H24 1.084, H25 1.085, H26 1.116
13 C -3.1867 2.5303 6.5271  C9 1.547, H27 1.080, H28 1.080, H29 1.119
14 C -4.1975 1.2470 2.1469  C5 1.514, H30 1.058, H31 1.154, H32 1.110
15 H -2.3494 0.2550 4.8358  C4 1.080
16 H -2.0740 1.9200 4.0444  C4 1.134
17 H -1.9440 0.2799 3.1608  C4 1.134
18 H -5.8471 0.1959 3.6972  C6 1.116
19 H -4.5816 -0.9925 3.6926  C6 1.106
20 H -3.9717 -0.3917 6.1133  C7 1.077
21 H -5.6073 -0.8090 6.0187  C7 1.083
22 H -5.3927 1.3163 7.3157  C8 1.041
23 H -6.4934 1.4778 5.9542  C8 1.123
24 H -5.5177 4.0580 7.0087  C12 1.084
25 H -4.4632 4.6595 5.6475  C12 1.085
26 H -6.0721 3.9411 5.3343  C12 1.116
27 H -2.6449 1.6083 6.3785  C13 1.080
28 H -2.5683 3.3868 6.3022  C13 1.080
29 H -3.4843 2.5582 7.6057  C13 1.119
30 H -5.2244 1.0834 1.9528  C14 1.058
31 H -3.5601 0.5075 1.5324  C14 1.154
32 H -3.9575 2.2738 1.8000  C14 1.110
33 H -4.2676 3.9875 3.4049  O11 0.956
34 C 2.0638 2.6869 -6.2737  C35 1.550, H45 1.102, H46 1.134, H47 1.091
35 C 1.1668 3.1672 -5.1051  C34 1.550, C36 1.561, N40 1.518, C44 1.537
36 C 0.2055 4.2613 -5.6675  C35 1.561, C37 1.470, H48 1.118, H49 1.103
37 C -0.8139 3.7431 -6.5909  C36 1.470, C38 1.491, H50 1.131, H51 1.117
38 C -1.6073 2.6226 -6.0083  C37 1.491, C39 1.566, H52 1.061, H53 1.094
39 C -0.7999 1.4769 -5.3105  C38 1.566, N40 1.462, C42 1.546, C43 1.516
40 N 0.2466 2.1152 -4.5130  C35 1.518, C39 1.462, O41 1.433
41 O 1.0579 1.0759 -3.9526  N40 1.433, H63 0.954
42 C -1.6993 0.5800 -4.4297  C39 1.546, H54 1.082, H55 1.071, H56 1.097
43 C -0.4077 0.5322 -6.4288  C39 1.516, H57 1.141, H58 1.080, H59 1.084
44 C 2.0131 3.7442 -3.9586  C35 1.537, H60 1.083, H61 1.101, H62 1.096
45 H 1.5427 2.5702 -7.2376  C34 1.102
46 H 2.7043 1.7578 -6.1588  C34 1.134
47 H 2.8268 3.4539 -6.4108  C34 1.091
48 H -0.2643 4.7962 -4.8058  C36 1.118
49 H 0.8225 5.0131 -6.1888  C36 1.103
50 H -0.3244 3.3164 -7.5165  C37 1.131
51 H -1.4946 4.5631 -6.9243  C37 1.117
52 H -2.1196 2.1522 -6.8094  C38 1.061
53 H -2.4337 3.0322 -5.4206  C38 1.094
54 H -1.3036 -0.4101 -4.2438  C42 1.082
55 H -1.8593 1.0959 -3.5043  C42 1.071
56 H -2.6649 0.3785 -4.9092  C42 1.097
57 H -1.2098 -0.2643 -6.5868  C43 1.141
58 H -0.4559 1.0984 -7.3476  C43 1.080
59 H 0.5608 0.0488 -6.3622  C43 1.084
60 H 2.9024 3.1407 -3.8286  C44 1.083
61 H 1.2736 3.6797 -3.1457  C44 1.101
62 H 2.3154 4.7900 -4.0862  C44 1.096
63 H 0.5602 0.8104 -3.1832  O41 0.954
64 C -2.3990 7.6132 3.8881  C65 1.496, H75 1.101, H76 1.136, H77 1.113
65 C -1.2342 7.4723 2.9606  C64 1.496, C66 1.510, N70 1.457, C74 1.555
66 C -0.4777 6.2272 3.3580  C65 1.510, C67 1.492, H78 1.149, H79 1.085
67 C 0.6480 6.0141 2.4031  C66 1.492, C68 1.538, H80 1.127, H81 1.064
68 C 0.0771 5.7824 0.9936  C67 1.538, C69 1.563, H82 1.100, H83 1.086
69 C -0.7560 7.0032 0.4841  C68 1.563, N70 1.526, C72 1.526, C73 1.526
70 N -1.7446 7.3074 1.6062  C65 1.457, C69 1.526, O71 1.428
71 O -2.3813 8.5318 1.2409  N70 1.428, H93 0.961
72 C 0.1851 8.1575 0.1495  C69 1.526, H84 1.055, H85 1.114, H86 1.083
73 C -1.6126 6.5361 -0.6892  C69 1.526, H87 1.084, H88 1.142, H89 1.099
74 C -0.2307 8.6545 3.0807  C65 1.555, H90 1.104, H91 1.087, H92 1.098
75 H -2.8377 8.6190 3.9723  C64 1.101
76 H -2.2355 7.2043 4.9352  C64 1.136
77 H -3.2005 6.9609 3.4750  C64 1.113
78 H -0.2535 6.2717 4.4839  C66 1.149
79 H -1.1432 5.3732 3.2872  C66 1.085
80 H 1.2795 5.1257 2.6900  C67 1.127
81 H 1.3716 6.7870 2.2926  C67 1.064
82 H -0.5914 4.9086 1.0086  C68 1.100
83 H 0.8971 5.6683 0.2915  C68 1.086
84 H 1.1091 7.9970 0.6318  C72 1.055
85 H 0.4878 8.2248 -0.9208  C72 1.114
86 H -0.2040 9.1246 0.4415  C72 1.083
87 H -0.9349 6.1350 -1.4344  C73 1.084
88 H -2.3382 5.7386 -0.3131  C73 1.142
89 H -2.2482 7.3094 -1.1430  C73 1.099
90 H -0.6278 9.6565 2.8402  C74 1.104
91 H 0.6009 8.4030 2.4281  C74 1.087
92 H 0.2021 8.5753 4.0871  C74 1.098
93 H -3.3262 8.3690 1.3082  O71 0.961
94 C 0.5789 -9.9066 -1.5892  C95 1.517, H105 1.094, H106 1.109, H107 1.099
95 C -0.2205 -8.9593 -0.7150  C94 1.517, C96 1.529, N100 1.463, C104 1.553
96 C 0.1829 -7.5450 -1.1321  C95 1.529, C97 1.543, H108 1.137, H109 1.083
97 C -0.6593 -6.4353 -0.4678  C96 1.543, C98 1.531, H110 1.091, H111 1.124
98 C -2.1086 -6.6865 -0.8925  C97 1.531, C99 1.550, H112 1.062, H113 1.169
99 C -2.5882 -8.0770 -0.4053  C98 1.550, N100 1.507, C102 1.547, C103 1.525
100 N -1.6471 -9.0835 -1.0152  C95 1.463, C99 1.507, O101 1.392
101 O -2.0911 -10.3693 -0.7215  N100 1.392, H123 0.955
102 C -2.7702 -8.0773 1.1306  C99 1.547, H114 1.150, H115 1.121, H116 1.075
103 C -3.9768 -8.3284 -0.9831  C99 1.525, H117 1.097, H118 1.134, H119 1.089
104 C 0.0854 -9.2426 0.7809  C95 1.553, H120 1.073, H121 1.114, H122 1.087
105 H 0.2479 -9.6535 -2.6006  C94 1.094
106 H 0.3486 -10.9540 -1.3046  C94 1.109
107 H 1.6483 -9.6837 -1.4674  C94 1.099
108 H 1.2658 -7.5020 -0.7890  C96 1.137
109 H 0.0959 -7.4639 -2.2082  C96 1.083
110 H -0.3338 -5.4525 -0.8125  C97 1.091
111 H -0.6009 -6.2518 0.6400  C97 1.124
112 H -2.2921 -6.7279 -1.9379  C98 1.062
113 H -2.7614 -5.8356 -0.4262  C98 1.169
114 H -3.6835 -7.4196 1.3672  C102 1.150
115 H -3.1811 -9.0850 1.4009  C102 1.121
116 H -1.9853 -7.8117 1.8158  C102 1.075
117 H -4.7018 -7.5514 -0.7119  C103 1.097
118 H -3.8669 -8.4247 -2.1071  C103 1.134
119 H -4.3384 -9.2418 -0.5134  C103 1.089
120 H 0.0906 -8.3951 1.4388  C104 1.073
121 H 1.1533 -9.5580 0.7745  C104 1.114
122 H -0.5455 -10.0317 1.1817  C104 1.087
123 H -1.8822 -10.5825 0.1853  O101 0.955
124 C -1.8104 -2.3394 6.5103  C125 1.569, H135 1.100, H136 1.117, H137 1.075
125 C -1.5294 -3.1688 5.2080  C124 1.569, C126 1.565, N130 1.456, C134 1.556
126 C -0.4590 -2.3920 4.3707  C125 1.565, C127 1.537, H138 1.080, H139 1.079
127 C -0.0202 -3.1799 3.1260  C126 1.537, C128 1.559, H140 1.058, H141 1.100
128 C 0.5475 -4.5222 3.6799  C127 1.559, C129 1.531, H142 1.116, H143 1.114
129 C -0.3915 -5.2953 4.6089  C128 1.531, N130 1.459, C132 1.582, C133 1.507
130 N -0.9108 -4.4112 5.6468  C125 1.456, C129 1.459, O131 1.410
131 O -1.7908 -5.1627 6.4524  N130 1.410, H153 0.937
132 C -1.5463 -5.9413 3.7417  C129 1.582, H144 1.085, H145 1.080, H146 1.085
133 C 0.4443 -6.4225 5.1573  C129 1.507, H147 1.071, H148 1.084, H149 1.041
134 C -2.8340 -3.3754 4.3852  C125 1.556, H150 1.092, H151 1.103, H152 1.117
135 H -2.5181 -2.8335 7.1928  C124 1.100
136 H -2.0740 -1.2799 6.2740  C124 1.117
137 H -0.8893 -2.3745 7.0633  C124 1.075
138 H -0.9339 -1.4539 4.1253  C126 1.080
139 H 0.4235 -2.1595 4.9468  C126 1.079
140 H 0.7111 -2.6142 2.6114  C127 1.058
141 H -0.8693 -3.2705 2.4327  C127 1.100
142 H 1.4617 -4.2611 4.2637  C128 1.116
143 H 0.7793 -5.1979 2.8252  C128 1.114
144 H -1.7132 -5.3400 2.8537  C132 1.085
145 H -1.2403 -6.9678 3.6040  C132 1.080
146 H -2.4504 -5.9935 4.3390  C132 1.085
147 H 1.1520 -5.9677 5.8198  C133 1.071
148 H -0.0803 -7.2564 5.6097  C133 1.084
149 H 1.0748 -6.8022 4.4210  C133 1.041
150 H -3.3437 -2.4166 4.5032  C134 1.092
151 H -3.5269 -4.1314 4.7919  C134 1.103
152 H -2.6541 -3.4680 3.2862  C134 1.117
153 H -1.3708 -5.4088 7.2525  O131 0.937
154 C -7.7991 5.1894 -0.5402  C155 1.563, H165 1.099, H166 1.075, H167 1.107
155 C -6.5385 4.7767 -1.3672  C154 1.563, C156 1.557, N160 1.470, C164 1.514
156 C -5.4128 4.4128 -0.3549  C155 1.557, C157 1.497, H168 1.102, H169 1.089
157 C -4.2893 3.5952 -0.9110  C156 1.497, C158 1.537, H170 1.091, H171 1.079
158 C -4.8927 2.3016 -1.4814  C157 1.537, C159 1.510, H172 1.118, H173 1.111
159 C -5.9227 2.5020 -2.5669  C158 1.510, N160 1.511, C162 1.484, C163 1.535
160 N -6.9037 3.4996 -1.9964  C155 1.470, C159 1.511, O161 1.447
161 O -7.8232 3.6692 -3.1006  N160 1.447, H183 0.980
162 C -5.4207 2.9564 -3.8878  C159 1.484, H174 1.097, H175 1.085, H176 1.088
163 C -6.6721 1.1708 -2.7164  C159 1.535, H177 1.094, H178 1.104, H179 1.078
164 C -6.0373 5.7749 -2.3888  C155 1.514, H180 1.078, H181 1.119, H182 1.101
165 H -7.7350 6.1670 -0.0429  C154 1.099
166 H -8.1404 4.3797 0.0797  C154 1.075
167 H -8.5324 5.2794 -1.3647  C154 1.107
168 H -4.9868 5.3195 0.1048  C156 1.102
169 H -5.8892 3.9100 0.4856  C156 1.089
170 H -3.5194 3.1322 -0.2921  C157 1.091
171 H -3.7861 4.1543 -1.6853  C157 1.079
172 H -5.3954 1.7131 -0.6750  C158 1.118
173 H -4.1210 1.6019 -1.8686  C158 1.111
174 H -5.1132 2.1636 -4.5806  C162 1.097
175 H -6.1527 3.5801 -4.3909  C162 1.085
176 H -4.5946 3.6609 -3.8192  C162 1.088
177 H -7.4419 1.1751 -3.4935  C163 1.094
178 H -5.8854 0.4082 -2.8502  C163 1.104
179 H -7.1415 1.0280 -1.7565  C163 1.078
180 H -5.1120 5.4855 -2.8603  C164 1.078
181 H -5.7759 6.6937 -1.8069  C164 1.119
182 H -6.8709 5.9274 -3.0918  C164 1.101
183 H -8.6321 3.2019 -2.8053  O161 0.980
184 C 6.2030 0.0807 -5.0780  C185 1.569, H195 1.071, H196 1.069, H197 1.051
185 C 6.0397 0.1592 -3.5192  C184 1.569, C186 1.579, N190 1.466, C194 1.462
186 C 5.6508 -1.2368 -2.8927  C185 1.579, C187 1.516, H198 1.107, H199 1.094
187 C 6.7602 -2.2579 -2.7356  C186 1.516, C188 1.496, H200 1.091, H201 1.131
188 C 7.9024 -1.5699 -2.0570  C187 1.496, C189 1.571, H202 1.100, H203 1.093
189 C 8.4833 -0.3670 -2.8831  C188 1.571, N190 1.446, C192 1.571, C193 1.592
190 N 7.3327 0.5082 -2.9241  C185 1.466, C189 1.446, O191 1.424
191 O 7.7354 1.8409 -3.2240  N190 1.424, H213 0.970
192 C 9.6327 0.2667 -2.0199  C189 1.571, H204 1.105, H205 1.086, H206 1.084
193 C 9.1740 -0.8549 -4.2323  C189 1.592, H207 1.099, H208 1.074, H209 1.075
194 C 5.0828 1.1995 -3.1457  C185 1.462, H210 1.094, H211 1.116, H212 1.125
195 H 6.7570 0.9096 -5.4688  C184 1.071
196 H 5.2523 -0.0007 -5.5597  C184 1.069
197 H 6.7456 -0.8056 -5.2340  C184 1.051
198 H 5.1584 -0.9931 -1.9317  C186 1.107
199 H 4.8039 -1.5898 -3.4884  C186 1.094
200 H 7.0407 -2.6472 -3.7155  C187 1.091
201 H 6.4872 -3.1762 -2.1352  C187 1.131
202 H 8.6873 -2.3265 -1.9071  C188 1.100
203 H 7.6468 -1.1886 -1.0653  C188 1.093
204 H 10.4201 -0.4771 -1.8007  C192 1.105
205 H 10.0891 1.0464 -2.6229  C192 1.086
206 H 9.2697 0.6095 -1.0580  C192 1.084
207 H 9.1424 0.0111 -4.9076  C193 1.099
208 H 10.1659 -1.1227 -3.9210  C193 1.074
209 H 8.7522 -1.6332 -4.8422  C193 1.075
210 H 4.9714 1.3498 -2.0680  C194 1.094
211 H 4.0905 0.8765 -3.5410  C194 1.116
212 H 5.4357 2.2020 -3.5139  C194 1.125
213 H 8.0012 1.8796 -4.1566  O191 0.970
214 C 1.0032 -1.8525 -1.8961  C215 1.549, H225 1.139, H226 1.122, H227 1.082
215 C 0.9597 -0.7794 -0.7794  C214 1.549, C216 1.573, N220 1.509, C224 1.503
216 C 2.3994 -0.2115 -0.4999  C215 1.573, C217 1.556, H228 1.054, H229 1.079
217 C 2.3323 1.0401 0.4220  C216 1.556, C218 1.563, H230 1.109, H231 1.119
218 C 1.4446 2.1076 -0.2954  C217 1.563, C219 1.514, H232 1.052, H233 1.069
219 C 0.0033 1.6528 -0.3861  C218 1.514, N220 1.468, C222 1.554, C223 1.549
220 N 0.0475 0.3768 -1.1106  C215 1.509, C219 1.468, O221 1.469
221 O -1.3435 -0.0930 -1.1518  N220 1.469, H243 0.969
222 C -0.7048 1.5718 0.9945  C219 1.554, H234 1.108, H235 1.091, H236 1.096
223 C -0.7657 2.6525 -1.2857  C219 1.549, H237 1.093, H238 1.114, H239 1.080
224 C 0.5153 -1.4553 0.4869  C215 1.503, H240 1.117, H241 1.093, H242 1.144
225 H -0.0096 -2.3182 -2.1304  C214 1.139
226 H 1.7251 -2.6735 -1.6451  C214 1.122
227 H 1.3988 -1.4817 -2.8324  C214 1.082
228 H 2.9139 -0.9928 -0.0133  C216 1.054
229 H 2.9260 -0.0435 -1.4267  C216 1.079
230 H 3.3906 1.3149 0.6083  C217 1.109
231 H 1.8917 0.7533 1.4094  C217 1.119
232 H 1.7733 2.2091 -1.2899  C218 1.052
233 H 1.5543 3.0424 0.2115  C218 1.069
234 H 0.0060 1.7266 1.8303  C222 1.108
235 H -1.3366 2.4506 1.1332  C222 1.091
236 H -1.2577 0.6410 1.1652  C222 1.096
237 H -0.3033 3.6400 -1.2120  C223 1.093
238 H -0.7734 2.4993 -2.3894  C223 1.114
239 H -1.7964 2.7892 -0.9942  C223 1.080
240 H -0.5425 -1.8113 0.4433  C224 1.117
241 H 0.5295 -0.6937 1.2711  C224 1.093
242 H 1.2375 -2.3216 0.6776  C224 1.144
243 H -1.4003 -0.5135 -2.0225  O221 0.969
244 C 3.3392 -5.5373 0.9976  C245 1.575, H255 1.118, H256 1.082, H257 1.117
245 C 4.2170 -4.7199 -0.0234  C244 1.575, C246 1.495, N250 1.446, C254 1.530
246 C 4.2223 -3.2635 0.3121  C245 1.495, C247 1.523, H258 1.059, H259 1.157
247 C 4.9573 -2.8705 1.5866  C246 1.523, C248 1.479, H260 1.100, H261 1.100
248 C 6.3996 -3.1900 1.5205  C247 1.479, C249 1.552, H262 1.102, H263 1.090
249 C 6.6072 -4.6751 1.1222  C248 1.552, N250 1.524, C252 1.531, C253 1.605
250 N 5.6285 -5.0340 0.0110  C245 1.446, C249 1.524, O251 1.413
251 O 5.8866 -6.3790 -0.3366  N250 1.413, H273 0.977
252 C 8.0410 -4.7013 0.5866  C249 1.531, H264 1.081, H265 1.066, H266 1.078
253 C 6.5640 -5.5331 2.4780  C249 1.605, H267 1.082, H268 1.093, H269 1.090
254 C 3.5906 -4.9731 -1.3959  C245 1.530, H270 1.118, H271 1.136, H272 1.109
255 H 3.8102 -5.5602 2.0115  C244 1.118
256 H 2.3342 -5.1458 0.9094  C244 1.082
257 H 3.3184 -6.6093 0.6855  C244 1.117
258 H 4.6988 -2.6618 -0.4177  C246 1.059
259 H 3.1129 -2.9438 0.3895  C246 1.157
260 H 4.6780 -1.8280 1.8005  C247 1.100
261 H 4.4819 -3.3549 2.4526  C247 1.100
262 H 6.8753 -2.9714 2.4904  C248 1.102
263 H 6.8756 -2.6149 0.7263  C248 1.090
264 H 8.1675 -4.0502 -0.2670  C252 1.081
265 H 8.5381 -5.6036 0.3109  C252 1.066
266 H 8.7719 -4.3251 1.2837  C252 1.078
267 H 7.5584 -5.4259 2.8915  C253 1.082
268 H 6.2476 -6.5256 2.1466  C253 1.093
269 H 5.8710 -5.1378 3.2209  C253 1.090
270 H 4.0465 -4.2556 -2.1224  C254 1.118
271 H 3.7351 -6.0268 -1.7950  C254 1.136
272 H 2.4998 -4.8568 -1.2298  C254 1.109
273 H 5.6766 -7.0691 0.3226  O251 0.977
274 C 4.7200 6.0764 -2.1327  C275 1.583, H285 1.115, H286 1.082, H287 1.110
275 C 5.0771 5.1911 -0.8697  C274 1.583, C276 1.569, N280 1.439, C284 1.534
276 C 6.3957 4.4118 -1.2089  C275 1.569, C277 1.508, H288 1.123, H289 1.055
277 C 6.9429 3.7180 0.0136  C276 1.508, C278 1.600, H290 1.090, H291 1.116
278 C 7.1310 4.7829 1.1934  C277 1.600, C279 1.487, H292 1.091, H293 1.055
279 C 5.8823 5.5503 1.4453  C278 1.487, N280 1.460, C282 1.577, C283 1.500
280 N 5.2538 6.0873 0.2417  C275 1.439, C279 1.460, O281 1.406
281 O 4.0287 6.6324 0.6640  N280 1.406, H303 0.985
282 C 4.9241 4.6323 2.2982  C279 1.577, H294 1.086, H295 1.067, H296 1.137
283 C 6.2509 6.7916 2.2020  C279 1.500, H297 1.109, H298 1.110, H299 1.113
284 C 3.8640 4.2691 -0.6924  C275 1.534, H300 1.133, H301 1.114, H302 1.086
285 H 4.5374 5.5692 -3.1089  C274 1.115
286 H 5.5261 6.7766 -2.3059  C274 1.082
287 H 3.7928 6.6792 -2.0376  C274 1.110
288 H 6.2766 3.8399 -2.1679  C276 1.123
289 H 7.0965 5.1577 -1.4655  C276 1.055
290 H 7.8594 3.1649 -0.1905  C277 1.090
291 H 6.2270 2.9525 0.3971  C277 1.116
292 H 7.8479 5.5591 0.9224  C278 1.091
293 H 7.3555 4.2619 2.0829  C278 1.055
294 H 5.2381 4.5242 3.3322  C282 1.086
295 H 3.9196 4.9923 2.2816  C282 1.067
296 H 4.9333 3.5671 1.9002  C282 1.137
297 H 6.6605 6.5031 3.1910  C283 1.109
298 H 7.0405 7.3238 1.6306  C283 1.110
299 H 5.4044 7.5097 2.2794  C283 1.113
300 H 4.1294 3.3010 -1.2181  C284 1.133
301 H 2.8491 4.5805 -1.0294  C284 1.114
302 H 3.8062 4.0216 0.3629  C284 1.086
303 H 4.1153 7.5753 0.3938  O281 0.985
304 C -7.2743 -3.5131 0.5400  C305 1.551, H315 1.080, H316 1.068, H317 1.127
305 C -6.3472 -2.2754 0.4273  C304 1.551, C306 1.560, N310 1.442, C314 1.491
306 C -5.0547 -2.4386 1.2863  C305 1.560, C307 1.505, H318 1.103, H319 1.124
307 C -3.9140 -3.2151 0.6847  C306 1.505, C308 1.536, H320 1.098, H321 1.125
308 C -3.5856 -2.6746 -0.7154  C307 1.536, C309 1.489, H322 1.128, H323 1.108
309 C -4.7719 -2.7389 -1.6127  C308 1.489, N310 1.505, C312 1.575, C313 1.543
310 N -5.8482 -1.9739 -0.8912  C305 1.442, C309 1.505, O311 1.471
311 O -7.0395 -1.9114 -1.7524  N310 1.471, H333 0.970
312 C -4.3761 -1.8403 -2.8444  C309 1.575, H324 1.087, H325 1.094, H326 1.057
313 C -5.2145 -4.1528 -2.0437  C309 1.543, H327 1.102, H328 1.083, H329 1.147
314 C -7.0834 -1.0778 0.9243  C305 1.491, H330 1.080, H331 1.040, H332 1.099
315 H -7.4954 -3.7551 1.5689  C304 1.080
316 H -6.8450 -4.3555 0.0425  C304 1.068
317 H -8.2067 -3.1575 0.0174  C304 1.127
318 H -4.6557 -1.4167 1.4032  C306 1.103
319 H -5.3804 -2.8714 2.2711  C306 1.124
320 H -4.1013 -4.2973 0.6737  C307 1.098
321 H -3.0290 -3.0041 1.3471  C307 1.125
322 H -2.7174 -3.2010 -1.2072  C308 1.128
323 H -3.2849 -1.6455 -0.4343  C308 1.108
324 H -3.3483 -1.9870 -3.1667  C312 1.087
325 H -5.0788 -1.9087 -3.6807  C312 1.094
326 H -4.4468 -0.8320 -2.5341  C312 1.057
327 H -5.0075 -4.9062 -1.2667  C313 1.102
328 H -6.2762 -4.0535 -2.2319  C313 1.083
329 H -4.6978 -4.3970 -3.0381  C313 1.147
330 H -6.5630 -0.1991 0.5731  C314 1.080
331 H -7.1380 -1.1312 1.9615  C314 1.040
332 H -8.0792 -1.1781 0.4696  C314 1.099
333 H -6.9252 -0.9865 -2.0231  O311 0.970